The following is a quantum chemistry calculation of the molecule C5H5N3O, from the Open Molecules 2025 dataset.

maximum force	5.93	eV/Å
structure (SMILES)	[H]/N=C(/NC=C)C(=O)C#N
Kohn-Sham gap	0.296	Eh
ΔE to the lowest compared entry with this formula, charge and spin	3.5187	eV
LUMO level	-1.657	eV

Geometry as ORCA input:
```
! wB97M-V def2-TZVPD RIJCOSX def2/J DEFGRID3
* xyz 0 1
H 0.98771 2.73782 0.11690
N 1.52684 1.86677 -0.21325
C 0.75614 0.81654 -0.21971
N 1.22476 -0.45263 -0.57557
C 0.78446 -1.60512 0.39393
C 1.10729 -2.85788 0.06238
C -0.63300 1.04259 0.10082
O -1.05689 2.03943 0.69823
C -1.76919 0.04936 0.01222
N -2.57142 -0.74943 -0.40232
H 2.21077 -0.47751 -0.65917
H -0.05899 -1.14691 1.14713
H 1.74177 -3.06577 -0.71084
H 0.83841 -3.68898 0.76034
*
```